Record 1
This record from the Open Molecules 2025 dataset describes 2 unconnected molecules or ions with the total composition C4H11NO2 in a non-equilibrium geometry. The level of theory is ωB97M-V/def2-TZVPD.

XYZ file:
```
18
C4H11NO2 ωB97M-V/def2-TZVPD
C 0.54 -0.14 -0.79
O -0.47 0.80 -0.31
C 1.81 0.32 -0.11
C 3.06 -0.17 -0.69
C -3.68 0.15 0.07
O -2.53 -0.68 0.25
N 1.79 -0.34 1.38
H 0.68 -0.10 -1.87
H 0.27 -1.22 -0.52
H -1.35 0.20 0.06
H 1.56 1.43 -0.04
H 3.99 0.38 -0.68
H 3.22 -1.23 -0.37
H -3.49 1.04 -0.61
H -3.93 0.59 1.19
H 2.77 -0.59 1.19
H -4.47 -0.44 -0.40
H 1.86 0.43 2.01
```

HOMO	-0.2734	Ha

Record 2
This record from the Open Molecules 2025 dataset describes 10 unconnected molecules or ions with the total composition C60H84N4O32 in a non-equilibrium geometry. The level of theory is ωB97M-V/def2-TZVPD.

XYZ file:
```
180
C60H84N4O32 ωB97M-V/def2-TZVPD
O 23.95 4.57 12.72
C 23.13 4.52 11.79
C 22.14 5.55 11.62
C 21.23 5.50 10.67
O 20.34 6.44 10.53
C 21.16 4.37 9.65
O 20.32 4.28 8.76
C 22.18 3.31 9.80
C 23.10 3.36 10.75
O 24.04 2.38 10.91
H 22.10 6.31 12.34
H 19.68 6.20 9.83
H 22.11 2.43 9.13
H 24.59 2.55 11.69
O 18.58 -3.36 18.13
C 18.39 -2.99 16.99
C 17.07 -2.99 16.46
C 16.94 -2.81 15.13
O 15.81 -2.94 14.47
C 18.11 -2.52 14.21
O 17.97 -2.49 13.02
C 19.47 -2.33 14.78
C 19.64 -2.60 16.13
O 20.83 -2.57 16.68
H 16.21 -3.24 17.06
H 16.05 -2.70 13.52
H 20.24 -1.94 14.15
H 21.00 -2.95 17.63
O 13.35 -1.84 18.46
C 14.49 -1.65 18.81
C 15.23 -2.29 19.88
C 16.37 -1.69 20.25
O 17.08 -2.32 21.23
C 17.03 -0.49 19.60
O 18.11 -0.06 20.01
C 16.40 0.07 18.42
C 15.27 -0.55 18.03
O 14.62 -0.04 16.97
H 14.79 -3.06 20.49
H 17.95 -1.87 21.34
H 16.78 0.90 17.90
H 13.82 -0.50 16.63
O 25.88 -0.29 19.15
C 26.62 0.13 18.29
C 26.87 1.49 18.04
C 27.53 1.94 16.96
O 27.61 3.26 16.60
C 28.24 0.95 16.04
O 28.71 1.30 14.99
C 28.14 -0.45 16.36
C 27.37 -0.87 17.40
O 27.03 -2.16 17.52
H 26.51 2.24 18.79
H 26.90 3.79 17.07
H 28.55 -1.15 15.73
H 26.35 -2.43 18.17
O 17.17 2.78 16.73
C 17.76 2.88 15.69
C 18.50 4.09 15.32
C 19.09 4.10 14.13
O 19.77 5.21 13.73
C 19.07 2.95 13.07
O 19.69 3.10 12.03
C 18.27 1.78 13.43
C 17.68 1.73 14.65
O 16.93 0.70 14.95
H 18.66 4.92 15.98
H 20.00 5.16 12.80
H 18.08 0.98 12.64
H 16.67 0.77 15.85
O 21.33 -0.33 18.84
C 21.77 -0.03 17.76
C 23.16 -0.14 17.39
C 23.57 0.30 16.18
O 24.84 0.16 15.75
C 22.49 0.90 15.18
O 22.96 1.47 14.22
C 21.10 0.95 15.60
C 20.74 0.50 16.79
O 19.51 0.55 17.32
H 23.91 -0.40 18.14
H 24.89 0.47 14.81
H 20.35 1.22 14.83
H 19.63 0.31 18.29
C 19.00 -5.03 22.78
O 20.12 -4.98 21.87
C 20.18 -3.85 20.95
C 21.38 -4.19 20.02
N 21.80 -3.30 18.91
C 23.17 -3.57 18.55
C 24.18 -3.16 19.62
O 25.51 -3.69 19.26
C 26.37 -3.72 20.42
H 19.19 -5.87 23.38
H 18.06 -5.12 22.27
H 19.01 -4.15 23.41
H 20.40 -2.98 21.63
H 19.23 -3.75 20.39
H 21.04 -5.11 19.51
H 22.31 -4.48 20.58
H 21.76 -2.34 19.16
H 23.42 -3.20 17.59
H 23.29 -4.67 18.37
H 23.90 -3.66 20.56
H 24.41 -2.06 19.62
H 26.66 -2.77 20.82
H 27.20 -4.41 20.15
H 25.85 -4.23 21.23
C 26.86 1.38 12.30
O 26.35 0.24 12.92
C 27.00 -1.01 12.78
C 26.17 -2.04 13.46
N 24.84 -2.15 12.86
C 23.64 -2.50 13.53
C 22.39 -2.53 12.59
O 22.03 -1.20 12.38
C 21.29 -0.94 11.22
H 26.44 2.20 12.84
H 26.62 1.51 11.22
H 27.93 1.47 12.47
H 28.00 -0.93 13.16
H 27.14 -1.34 11.75
H 26.12 -1.73 14.52
H 26.61 -3.04 13.33
H 24.65 -1.35 12.24
H 23.35 -1.77 14.36
H 23.72 -3.42 14.08
H 21.62 -3.21 12.98
H 22.69 -3.04 11.65
H 21.12 0.12 11.17
H 20.28 -1.49 11.22
H 21.86 -1.32 10.40
C 22.74 0.81 21.65
O 23.96 0.29 22.17
C 23.74 -0.57 23.25
C 24.99 -0.71 24.05
N 26.03 -1.52 23.37
C 27.17 -1.94 24.19
C 28.33 -2.44 23.40
O 29.09 -1.29 22.91
C 30.12 -1.83 21.98
H 22.94 1.05 20.55
H 22.39 1.69 22.24
H 21.98 0.06 21.63
H 23.40 -1.56 22.87
H 22.90 -0.16 23.83
H 24.80 -1.20 24.98
H 25.37 0.27 24.28
H 26.38 -1.10 22.50
H 26.86 -2.84 24.82
H 27.47 -1.16 24.89
H 27.93 -3.04 22.59
H 28.91 -3.15 24.08
H 29.74 -2.47 21.13
H 30.86 -2.44 22.42
H 30.66 -0.99 21.55
C 24.43 3.61 19.41
O 23.45 4.50 18.87
C 22.40 3.77 18.38
C 21.12 4.53 18.18
N 20.75 5.30 19.38
C 19.70 6.23 19.29
C 18.30 5.58 19.29
O 17.98 4.86 20.51
C 18.29 3.46 20.32
H 24.61 2.89 18.63
H 24.01 2.98 20.21
H 25.31 4.13 19.82
H 22.23 2.86 19.03
H 22.62 3.35 17.37
H 20.30 3.86 17.93
H 21.16 5.21 17.34
H 21.64 5.77 19.68
H 19.65 6.85 18.34
H 19.65 7.00 20.10
H 18.28 4.89 18.46
H 17.55 6.33 19.06
H 19.35 3.22 20.10
H 17.75 3.12 19.40
H 17.97 2.86 21.16
```

SMILES	O=C1C=C(O)C(=O)C=C1O.O=C1C=C(O)C(=O)C=C1O.O=C1C=C(O)C(=O)C=C1O.O=C1C=C(O)C(=O)C=C1O.O=C1C=C(O)C(=O)C=C1O.O=C1C=C(O)C(=O)C=C1O.COCCNCCOC.COCCNCCOC.COCCNCCOC.COCCNCCOC
HOMO	-0.3053	Ha

Record 3
This record from the Open Molecules 2025 dataset describes 2 unconnected molecules or ions with the total composition C4H10N2 in a non-equilibrium geometry. The level of theory is ωB97M-V/def2-TZVPD.

XYZ file:
```
16
C4H10N2 ωB97M-V/def2-TZVPD
H -0.35 -2.89 -1.07
N -1.10 -2.96 -0.40
C -0.81 -2.87 0.83
N -1.61 -3.43 1.79
H 0.12 -2.39 1.20
H -2.17 -4.15 1.33
H -1.68 -2.95 2.65
C 1.83 2.32 0.29
C 1.31 2.40 -0.93
C -0.14 2.44 -1.31
H 2.83 2.79 0.32
H 1.42 2.04 1.25
H 2.04 2.34 -1.74
H -0.45 3.48 -1.50
H -0.67 1.91 -0.52
H -0.54 1.92 -2.18
```

SMILES	[H]/N=C/N.C=CC
HOMO	-0.3399	Ha

Record 4
This record from the Open Molecules 2025 dataset describes 4 unconnected molecules or ions with the total composition C11H27N3O4S in a non-equilibrium geometry. The level of theory is ωB97M-V/def2-TZVPD.

XYZ file:
```
46
C11H27N3O4S ωB97M-V/def2-TZVPD
C 1.75 7.30 -2.36
S 0.39 6.93 -1.20
O -0.54 8.15 -1.30
C -0.21 5.53 -2.22
H 2.28 6.40 -2.67
H 2.52 7.93 -1.90
H 1.40 7.82 -3.25
H -0.48 5.82 -3.23
H -1.12 5.23 -1.70
H 0.47 4.69 -2.08
C -0.14 0.83 -1.75
O 0.22 1.83 -2.44
N 0.60 -0.26 -1.49
C -0.02 -1.44 -0.72
C 1.83 -0.56 -2.26
H -1.10 0.72 -1.23
H -0.77 -1.16 0.02
H 0.79 -1.90 -0.16
H -0.43 -2.18 -1.41
H 1.87 -1.59 -2.63
H 2.05 0.26 -2.95
H 2.67 -0.60 -1.56
C 2.31 -6.15 1.18
O 1.65 -6.74 0.31
N 1.99 -4.96 1.60
C 2.48 -4.65 2.94
C 0.75 -4.30 1.16
H 3.22 -6.52 1.68
H 1.61 -4.72 3.60
H 2.80 -3.61 2.90
H 3.30 -5.25 3.32
H 0.82 -3.25 1.44
H 0.38 -4.53 0.16
H -0.16 -4.52 1.70
C -1.84 1.10 2.06
O -1.88 2.32 1.81
N -2.71 0.08 1.63
C -3.92 0.42 0.83
C -2.71 -1.32 1.98
H -0.91 0.63 2.42
H -4.92 0.27 1.22
H -3.75 -0.22 -0.04
H -4.02 1.41 0.36
H -2.08 -1.62 2.81
H -3.74 -1.53 2.26
H -2.71 -2.07 1.19
```

HOMO	-0.3163	Ha

Record 5
This record from the Open Molecules 2025 dataset describes 2 unconnected molecules or ions with the total composition C6H12O. The level of theory is ωB97M-V/def2-TZVPD.

XYZ file:
```
19
C6H12O ωB97M-V/def2-TZVPD
C -2.80 0.45 0.00
C -1.30 0.71 -0.17
C -0.61 -0.53 -0.64
C 1.27 -0.71 1.09
C 2.63 -1.00 0.50
C 1.85 0.25 0.19
O 1.13 0.15 -1.09
H -3.24 0.07 -0.92
H -2.99 -0.27 0.80
H -3.32 1.38 0.26
H -0.86 1.03 0.78
H -1.15 1.52 -0.89
H -0.72 -0.77 -1.70
H -0.67 -1.40 0.00
H 1.18 -0.51 2.16
H 2.72 -1.72 -0.31
H 3.55 -0.90 1.09
H 2.18 1.27 0.37
H 1.17 0.97 -1.62
```

HOMO (alpha / beta)	-0.2454 / -0.2454	Ha

Record 6
This record from the Open Molecules 2025 dataset describes 3 unconnected molecules or ions with the total composition C36H72Cl2O10. The level of theory is ωB97M-V/def2-TZVPD.

XYZ file:
```
120
C36H72Cl2O10 ωB97M-V/def2-TZVPD
C -4.43 -4.70 0.63
C -3.10 -5.33 1.11
C -1.89 -4.38 0.99
C -0.95 -4.74 -0.16
C -1.63 -4.72 -1.54
C -1.65 -3.33 -2.20
C -0.68 -3.16 -3.36
C 0.76 -3.65 -3.08
C 1.82 -2.66 -3.55
C 3.25 -3.05 -3.17
C 3.50 -2.96 -1.65
C 4.28 -1.69 -1.25
C 3.98 -1.28 0.20
C 4.94 -1.97 1.18
C 5.05 -1.27 2.53
C 3.72 -1.25 3.30
C 3.59 -0.06 4.23
O 4.83 0.05 4.99
C 5.10 1.31 5.38
O 4.60 1.85 6.33
O 4.09 0.11 0.46
C 3.24 0.98 -0.27
C 1.83 0.45 -0.39
O 1.29 0.13 0.87
C -0.11 0.21 0.91
C 3.35 2.35 0.38
Cl 1.90 3.14 0.90
C 4.53 2.97 0.52
C 5.85 2.44 0.03
Cl 4.64 4.54 1.24
H -4.24 -3.84 -0.01
H -5.06 -4.40 1.47
H -5.01 -5.42 0.04
H -3.21 -5.66 2.14
H -2.91 -6.21 0.50
H -2.23 -3.35 0.86
H -1.32 -4.43 1.92
H -0.52 -5.72 0.03
H -0.12 -4.03 -0.16
H -2.66 -5.07 -1.44
H -1.13 -5.42 -2.21
H -2.66 -3.14 -2.59
H -1.48 -2.55 -1.45
H -1.07 -3.67 -4.25
H -0.61 -2.10 -3.62
H 0.86 -3.85 -2.02
H 0.94 -4.60 -3.59
H 1.73 -2.56 -4.64
H 1.58 -1.67 -3.14
H 3.41 -4.08 -3.50
H 3.95 -2.41 -3.71
H 4.02 -3.85 -1.32
H 2.53 -2.93 -1.16
H 4.01 -0.91 -1.96
H 5.34 -1.90 -1.36
H 2.97 -1.63 0.46
H 4.63 -3.01 1.31
H 5.94 -2.00 0.73
H 5.77 -1.81 3.13
H 5.45 -0.26 2.42
H 3.66 -2.16 3.90
H 2.88 -1.25 2.60
H 3.43 0.86 3.68
H 2.78 -0.22 4.94
H 5.85 1.82 4.76
H 3.61 1.11 -1.29
H 1.81 -0.45 -1.02
H 1.22 1.20 -0.92
H -0.44 -0.14 1.88
H -0.46 1.24 0.77
H -0.56 -0.40 0.12
H 6.66 2.97 0.54
H 5.97 2.65 -1.04
H 5.96 1.38 0.21
C 5.63 13.07 -0.54
O 4.84 11.98 -0.12
C 3.74 11.73 -0.98
C 3.37 10.27 -0.99
O 4.25 9.44 -1.72
C 5.50 9.12 -1.14
C 5.43 8.11 -0.02
O 4.97 8.70 1.18
C 4.32 7.80 2.04
H 5.08 14.02 -0.48
H 6.49 13.12 0.13
H 5.99 12.93 -1.57
H 3.98 12.05 -2.00
H 2.88 12.31 -0.63
H 2.41 10.18 -1.51
H 3.23 9.90 0.03
H 6.04 10.01 -0.82
H 6.07 8.65 -1.95
H 6.43 7.70 0.15
H 4.77 7.29 -0.32
H 3.49 7.29 1.53
H 3.91 8.37 2.87
H 5.02 7.05 2.43
C -7.62 -2.93 -0.77
O -8.43 -4.08 -0.66
C -8.26 -4.76 0.57
C -9.53 -5.44 1.01
O -10.52 -4.57 1.53
C -11.26 -3.78 0.62
C -12.30 -4.54 -0.17
O -11.70 -5.29 -1.22
C -12.45 -6.43 -1.57
H -6.56 -3.19 -0.81
H -7.90 -2.42 -1.69
H -7.80 -2.25 0.07
H -7.94 -4.06 1.36
H -7.48 -5.52 0.44
H -9.27 -6.10 1.85
H -9.93 -6.07 0.21
H -10.60 -3.22 -0.05
H -11.79 -3.06 1.24
H -13.01 -3.82 -0.61
H -12.85 -5.20 0.51
H -12.63 -7.08 -0.70
H -11.87 -6.99 -2.30
H -13.42 -6.16 -2.01
```

SMILES	CCCCCCCCCCCC[C@@H](CCCCOC=O)O[C@@H](COC)/C(Cl)=C(\C)Cl.COCCOCCOC.COCCOCCOC
HOMO	-0.3345	Ha

Record 7
This record from the Open Molecules 2025 dataset describes C19H19BrN2O2 in the gas phase. The level of theory is ωB97M-V/def2-TZVPD.

XYZ file:
```
43
C19H19BrN2O2 ωB97M-V/def2-TZVPD
O -3.37 -1.49 -1.32
C -2.68 -0.75 -0.65
N -1.37 -1.01 -0.40
C -0.70 -2.19 -0.88
C -0.37 -3.13 0.28
C 0.54 -2.42 1.29
N 1.43 -1.48 0.62
C 1.56 -0.23 1.10
O 0.96 0.17 2.09
C 2.56 0.64 0.41
C 3.92 0.40 0.61
C 4.87 1.26 0.08
C 4.48 2.37 -0.65
C 3.14 2.62 -0.85
C 2.19 1.76 -0.32
Br 0.34 2.13 -0.63
C 1.81 -1.88 -0.71
C 0.59 -1.83 -1.64
C -3.19 0.52 -0.06
C -4.24 1.15 -0.71
C -4.76 2.34 -0.22
C -4.23 2.90 0.93
C -3.19 2.27 1.59
C -2.67 1.08 1.11
H -0.84 -0.35 0.15
H -1.42 -2.67 -1.56
H 0.12 -4.02 -0.12
H -1.29 -3.44 0.78
H -0.05 -1.85 2.01
H 1.14 -3.15 1.84
H 4.22 -0.46 1.19
H 5.92 1.06 0.24
H 5.22 3.03 -1.06
H 2.82 3.48 -1.42
H 2.61 -1.24 -1.08
H 2.20 -2.91 -0.65
H 0.74 -2.51 -2.48
H 0.48 -0.82 -2.05
H -4.65 0.69 -1.60
H -5.57 2.82 -0.74
H -4.63 3.83 1.31
H -2.78 2.70 2.49
H -1.87 0.60 1.66
```

SMILES	O=C(NC1CCN(C(=O)c2ccccc2Br)CC1)c1ccccc1
HOMO	-0.3401	Ha

Record 8
This record from the Open Molecules 2025 dataset describes a molecular structure, H16O8Xe. The level of theory is ωB97M-V/def2-TZVPD.

XYZ file:
```
25
H16O8Xe ωB97M-V/def2-TZVPD
Xe -1.18 -0.17 -0.15
O -0.80 -4.35 -1.29
H -0.59 -3.90 -2.11
H -1.67 -4.03 -1.05
O 0.12 2.50 -2.32
H -0.02 3.37 -2.70
H 0.18 2.65 -1.38
O 2.71 -0.57 -0.93
H 3.33 -0.62 -0.21
H 2.80 0.32 -1.27
O -1.44 2.16 2.51
H -1.07 2.51 3.31
H -1.32 1.21 2.58
O 0.41 3.15 0.67
H -0.30 2.89 1.26
H 1.21 2.91 1.14
O 1.46 -3.06 0.13
H 1.58 -2.11 0.17
H 0.71 -3.18 -0.45
O -0.89 -0.48 3.80
H -1.20 -1.29 3.38
H -1.48 -0.37 4.55
O -1.02 0.18 -3.56
H -0.55 0.87 -3.09
H -0.96 -0.59 -2.99
```

HOMO	-0.3929	Ha